No. 1
# C20H46OP4Ru

C20H46OP4Ru as an isolated structure (the ωB97M-V functional and the def2-TZVPD basis, the Open Molecules 2025 dataset).

```
72
Properties=species:S:1:pos:R:3:forces:R:3
H 1.3870 -3.2932 3.7451 0.08 0.07 -0.17
H -2.8980 0.8734 3.0731 0.17 -0.46 0.24
C 1.6937 -3.6161 -0.5242 -0.27 0.03 0.25
C 1.9263 -2.8794 2.8884 -0.22 -0.18 -0.49
C 0.6207 1.8224 -1.8040 0.83 0.91 -0.29
H -1.7695 3.4337 1.2929 0.30 -0.42 -0.21
H -3.4280 -0.4349 1.4733 -0.09 -0.10 -0.03
H 3.0022 -2.9604 3.0807 -0.23 0.12 -0.06
H -2.2392 2.0464 4.1017 0.60 -0.28 -0.27
H 2.9211 0.7938 2.7944 0.08 -0.07 0.07
H 1.6757 -3.4742 2.0094 0.13 -0.06 0.22
H -2.6015 -1.9713 -1.0180 0.00 -0.10 0.09
C -1.9495 1.1329 3.5463 -1.54 0.51 -0.19
H 0.2916 4.6648 -7.4184 -0.04 0.00 -0.06
P -0.6788 1.4896 2.2716 0.42 1.94 1.24
H -1.3637 -3.2169 -0.8974 -0.16 -0.18 -0.02
H -0.3380 2.9343 0.3457 -0.31 -0.34 0.33
H 3.7875 -1.6259 0.0021 -0.01 0.03 -0.14
H 1.4621 0.5667 0.5759 0.15 -0.22 0.22
H 2.5393 -3.8364 0.1333 -0.14 0.06 -0.10
H 1.2036 1.8273 -0.8871 0.00 0.09 -0.23
H 1.4645 -1.2597 5.1055 -0.04 0.08 -0.25
H -2.9852 -1.2067 3.0004 -0.01 -0.15 -0.24
C -0.4479 0.8988 -1.9007 -1.17 -1.30 1.49
H -1.9031 1.9988 0.2385 0.45 0.47 0.08
H -1.6224 0.3898 4.2901 -0.15 0.17 -0.58
H -2.2493 -4.0752 2.2816 0.12 0.24 -0.11
C -0.0230 2.9013 3.2461 1.79 0.20 0.17
C -1.3275 -3.4849 2.2265 0.38 0.30 -0.19
C -1.2127 2.5583 0.9004 -1.85 0.16 -0.28
C -3.1293 -1.3801 1.9300 0.28 0.35 -0.04
C 0.9240 2.6868 -2.8551 0.36 -0.28 1.06
C -0.6424 5.0891 -7.0588 4.06 1.91 1.02
H -0.8070 3.6440 3.4984 0.28 -0.63 -0.25
H 0.4303 3.3453 -4.8560 0.07 -0.11 0.16
H 3.2408 -0.1752 -0.8565 0.12 -0.12 -0.06
O -0.8100 0.0557 -0.9475 0.28 2.55 -2.77
H 1.3551 -2.4771 -3.0102 -0.01 0.23 0.11
H 0.4455 2.5309 4.1807 -0.27 0.36 -0.42
H -0.1932 -1.3328 4.4621 0.09 0.02 0.07
H -1.8995 3.6729 -8.0013 0.03 0.03 -0.02
C 3.0705 -0.2887 2.8259 -0.28 0.13 -0.33
H -2.0169 0.1992 -3.2028 0.13 0.13 -0.01
H -0.1861 -1.7426 -2.4850 0.16 -0.13 -0.07
H 1.9008 -4.0448 -1.5108 -0.03 0.15 0.18
H 3.7064 -0.5612 1.9791 -0.06 0.05 0.11
C -1.1884 0.8977 -3.1121 -0.47 0.26 -1.21
C -0.8737 1.7649 -4.1527 -0.47 -0.56 0.22
P -1.5521 -1.9799 1.1710 -2.68 -2.44 0.95
H -2.9836 -3.4888 -0.1547 0.26 0.13 0.08
C -2.1995 -2.7542 -0.3684 0.35 0.52 -0.18
C -1.8205 4.5558 -7.3721 -4.10 -1.79 -1.16
H 0.7983 -4.0891 -0.1133 0.11 -0.11 -0.10
H 3.5734 -0.5686 3.7584 -0.22 -0.01 -0.15
H -0.5633 5.9721 -6.4296 -0.05 0.01 -0.04
H 1.7526 3.3835 -2.7422 -0.15 -0.17 0.00
H -0.5312 -4.1116 1.8178 -0.10 -0.01 0.09
H 0.7630 3.4161 2.6549 -0.33 -0.20 0.45
C 0.9017 -1.6724 -2.4207 -0.17 -0.18 -0.02
C 3.2082 -1.2676 -0.8526 -0.19 0.17 0.06
H -2.7544 4.9801 -7.0125 0.03 0.04 -0.01
H -1.4632 1.7329 -5.0667 0.07 -0.10 0.21
H -3.9349 -2.1111 1.7982 0.32 0.00 -0.11
P 1.4539 -1.7872 -0.6672 2.56 -1.62 -2.74
H -1.0401 -3.1819 3.2371 -0.06 -0.08 -0.09
H 3.6423 -1.6543 -1.7818 -0.09 -0.03 0.23
C 0.1867 2.6708 -4.0404 -0.33 -0.41 0.29
H 1.2002 -0.7048 -2.8283 0.09 -0.11 -0.04
Ru 0.2412 -0.4975 0.8461 -1.30 1.26 0.38
H 0.6496 0.2253 4.5614 0.05 -0.10 0.04
C 0.7783 -0.8409 4.3610 -0.23 0.20 -0.36
P 1.4267 -1.1106 2.6472 2.61 -0.82 3.97
```
Positions in Å, forces in eV/Å.

Calculated values
* LUMO level (spin up / spin down): -0.3506 / -0.5156 Eh
* HOMO level (spin up / spin down): -13.2 / -16.9 eV
* strongest force on any atom: 4.83 eV Å⁻¹
* total charge: +3
* multiplicity: 6

No. 2
# C20H46P4ScSe

C20H46P4ScSe as an isolated structure (the ωB97M-V functional and the def2-TZVPD basis, the Open Molecules 2025 dataset).

```
72
Properties=species:S:1:pos:R:3:forces:R:3
H 1.1600 -1.8263 -4.6722 0.24 -0.01 0.28
H 3.2258 1.2127 -0.5818 0.06 0.13 -0.03
H 1.6488 2.8385 2.7699 0.32 -0.02 -0.18
H -3.3468 1.1101 3.5874 0.13 -0.07 -0.15
H -1.5416 -3.9537 -0.7560 0.12 0.18 -0.12
H 0.7519 4.5171 -0.8872 0.18 0.05 0.36
H 2.1371 4.8058 0.2251 -0.33 -0.24 -0.06
C 4.2992 -4.2359 -0.6686 0.25 -0.60 0.07
H 2.2876 2.0461 -1.8405 0.19 0.08 -0.02
H 3.0742 3.3975 1.8310 -0.18 -0.35 0.11
C -4.0701 1.7872 -0.5683 -0.08 -0.31 0.31
H -1.3384 -2.6693 -1.9811 0.03 -0.09 0.13
H -2.1834 -2.2867 2.6166 0.14 -0.04 -0.16
H 4.1774 -1.9311 -4.0379 -0.19 -0.21 -0.08
C 3.2251 -2.2301 -4.4764 -0.28 0.34 -0.66
C 2.8370 -2.2731 0.6834 -0.50 0.48 0.57
H -0.4853 -2.5662 2.1455 -0.32 -0.22 0.09
H -2.9694 -0.1940 -2.9378 -0.04 0.24 -0.19
H -0.7218 3.0049 -1.8766 -0.14 0.12 -0.01
P -1.3895 1.1738 2.1612 0.04 0.27 0.95
H -0.4193 -0.4183 3.7535 -0.11 0.23 0.03
C 2.3295 2.5947 1.9416 -0.23 -0.37 0.08
H -3.9015 -1.4621 -0.8971 0.05 -0.17 0.14
H -4.5950 0.8674 -0.2715 -0.02 0.42 -0.09
C -1.5425 2.9780 2.4959 0.07 0.09 -0.29
H -3.1426 -0.4439 2.7595 0.10 0.14 0.03
C 2.0865 -1.6344 -4.1254 0.15 -0.59 -0.32
C -1.5312 -2.6724 1.8277 0.44 0.17 -0.03
H 4.2700 -5.3713 1.1101 -0.50 0.69 0.17
H 4.1902 -2.8744 -2.3691 -0.03 -0.25 0.89
Sc -0.1380 0.3896 -0.3241 -1.97 0.89 1.92
H -1.9857 3.1200 3.4889 0.10 -0.05 -0.19
H 3.0130 -1.0771 -1.0940 0.44 -1.08 0.10
C -1.0903 -2.9739 -0.9573 0.01 0.00 -0.13
H -3.8143 0.9297 1.8891 0.09 0.00 0.12
H -1.0618 1.0314 4.5830 0.17 -0.09 -0.33
H 2.8696 -3.5961 2.4205 0.35 -0.13 -0.75
C 3.2763 -2.0517 -0.6334 0.15 0.37 -1.13
H 2.0465 -0.9508 -3.2881 0.00 0.26 -0.01
H -4.1166 -1.5100 0.8639 0.23 -0.06 -0.17
H 4.8718 -5.0574 -1.1501 -0.48 0.88 0.11
C -1.7019 3.0430 -1.3834 0.01 0.16 -0.10
H -3.5801 1.4702 -3.2596 0.28 -0.22 -0.19
C -3.5604 -1.9485 0.0255 -0.03 0.48 -0.19
Se 1.7527 -0.9462 1.4550 0.46 -0.83 -0.79
C 3.9278 -4.4216 0.6661 -0.26 -0.28 1.45
C 1.1594 4.3112 0.1134 -0.59 -0.15 -0.23
H -3.8214 -3.0145 -0.0289 0.23 0.24 0.01
H 2.8215 1.6320 2.1414 -0.03 0.43 0.08
H 1.1284 -0.6191 -1.0156 0.85 -0.66 0.09
P -1.7359 -1.7530 0.2451 -0.47 -1.26 0.29
H -0.5714 3.4879 2.4726 -0.21 -0.19 0.04
P 1.3859 2.4976 0.3712 1.14 1.02 0.17
C -3.0734 0.6385 2.6364 -0.31 -0.11 -0.31
H -1.8372 1.0696 -3.5086 -0.21 -0.07 -0.09
C -2.7291 0.8752 -2.9045 -0.01 -0.15 0.19
H -2.3792 3.6427 -2.0018 0.17 -0.01 0.02
H -4.6086 2.2710 -1.4022 0.20 -0.18 0.39
C 3.9480 -3.0456 -1.3064 0.03 1.11 -1.30
H -1.7592 -3.7358 1.6763 0.03 0.28 -0.01
P -2.4011 1.3682 -1.1828 -0.49 0.83 -0.70
C 3.1899 -3.4640 1.3708 0.43 -0.92 0.19
H -4.0142 2.4829 0.2847 -0.06 -0.31 -0.33
H 0.0004 -3.0496 -0.8838 -0.15 -0.04 0.01
C -0.5099 0.6754 3.6993 0.33 -0.27 -0.09
H 0.4665 4.7089 0.8691 0.22 -0.03 -0.28
H 0.5060 1.0880 3.7208 -0.21 -0.02 0.05
H -2.1908 3.4610 1.7584 0.03 -0.04 0.12
H 3.2623 -2.9252 -5.3280 0.04 0.36 0.49
H 3.4135 2.9837 -0.8155 0.08 -0.20 -0.15
H -1.5956 3.5286 -0.4076 0.03 -0.06 -0.19
C 2.7146 2.1433 -0.8368 -0.18 0.00 -0.01
```
Positions in Å, forces in eV/Å.

Calculated values
* LUMO level (spin up / spin down): -0.4530 / -0.4528 Eh
* HOMO level (spin up / spin down): -17.1 / -17.1 eV
* strongest force on any atom: 2.89 eV Å⁻¹
* total charge: +3

No. 3
# C20H46Sb

C20H46Sb as an isolated structure (the ωB97M-V functional and the def2-TZVPD basis, the Open Molecules 2025 dataset).

```
67
Properties=species:S:1:pos:R:3:forces:R:3
H 1.5055 0.6142 3.6052 0.15 0.05 -0.15
C 3.3667 -0.8030 -0.5677 0.05 0.30 0.16
H -3.9515 2.8527 1.8230 -0.03 -0.07 0.03
H 0.5226 -1.3312 3.8665 -0.15 -0.06 -0.05
C 0.0966 1.7324 -2.3541 0.23 0.14 -0.02
H 3.8207 -0.6351 0.4194 0.00 -0.11 -0.07
H -0.7283 1.0871 -2.0287 0.01 0.04 0.05
H 1.8673 2.5922 -1.4801 -0.03 -0.04 0.08
C -4.8951 -0.1579 0.7462 0.17 0.30 0.17
C 0.9762 2.0472 -1.1480 -0.21 -0.17 -0.02
H -1.9554 -3.0039 1.7224 -0.01 0.21 -0.01
H 3.9366 -2.5409 -2.8221 0.01 -0.03 -0.08
H 4.0572 -3.2397 0.6817 -0.04 0.04 0.04
H 5.6949 -2.3074 -1.0250 0.05 0.05 -0.01
C 3.8319 0.3095 -1.5049 0.05 -0.12 -0.07
C 0.2665 2.8462 -0.0451 0.42 0.06 -0.09
H 4.5332 -4.5419 -1.3980 0.03 0.00 -0.06
C -5.1291 1.3589 0.7173 0.20 -0.11 0.25
H 1.3634 1.7884 -4.1202 0.04 -0.03 0.09
H 0.2979 3.9082 -0.3154 -0.12 -0.07 0.02
H 0.2105 -2.9939 2.2338 0.00 0.11 0.09
H -0.6151 -0.8269 0.2497 -0.12 0.04 0.12
C -3.1868 -1.9771 0.2661 0.13 -0.34 0.06
H 0.0430 0.6382 -4.1691 0.09 0.10 -0.06
C -3.4089 -0.5294 0.6683 -0.14 0.06 -0.11
H -2.9298 0.1253 -0.0582 0.19 0.16 -0.04
H 1.3340 1.1012 -0.7273 0.00 0.10 -0.03
C 0.1633 -0.9190 2.9185 0.15 0.23 -0.17
H -0.3520 2.6642 -2.7249 -0.08 -0.10 0.04
H 2.2875 -3.4142 -1.1241 -0.08 -0.01 -0.01
H 3.3866 1.2979 -3.3605 0.05 -0.09 -0.02
H -5.5273 2.5243 2.5262 0.08 -0.07 0.05
H -4.0023 -2.5625 0.7119 0.11 -0.10 -0.08
H -3.3080 -2.0874 -0.8181 -0.02 0.15 0.06
H -1.7555 -3.5297 0.0721 -0.06 -0.09 0.23
H -0.7707 1.3811 1.8528 -0.32 -0.06 -0.21
H -6.1890 1.5634 0.5480 0.06 0.00 -0.09
C 0.9260 2.6387 1.3316 -0.06 -0.12 0.24
H -5.2980 -0.5462 1.6911 -0.12 -0.13 -0.19
H 2.2808 -0.7788 -0.4093 0.02 -0.13 -0.08
C -1.8563 -2.6344 0.6948 0.17 0.05 -0.21
H -4.5665 1.7756 -0.1235 -0.17 -0.02 -0.06
C 0.3696 -1.9876 1.8295 0.16 0.22 -0.20
C -4.6781 2.0605 2.0185 -0.03 0.08 -0.15
H 3.6625 1.3004 -1.0591 -0.02 -0.11 0.03
C 3.2548 0.2910 -2.9386 -0.02 0.21 0.08
C 0.8273 1.0454 -3.5181 -0.30 -0.20 0.00
H 1.7251 0.2291 1.9087 -0.09 -0.12 0.07
Sb 4.0037 -2.8853 -1.0779 -0.11 -0.02 0.15
H 0.0644 -2.3586 -0.2476 0.00 0.17 -0.02
H -0.9067 -0.7155 3.0492 0.02 0.09 0.04
H -5.4414 -0.6307 -0.0764 0.05 -0.02 0.03
H 3.8808 -0.3704 -3.5383 -0.10 -0.05 0.06
H 1.7489 -0.8327 -3.9680 0.00 0.02 0.07
H 1.4298 -1.9477 1.5576 -0.08 -0.12 -0.11
H 1.9314 2.2408 1.1557 0.00 0.11 0.11
H -2.9282 -0.3473 1.6288 0.08 0.12 0.14
H -4.2087 1.3578 2.7111 -0.05 0.04 -0.02
C 1.7776 -0.1102 -3.1470 0.00 0.08 -0.11
H -0.0673 2.2323 3.2072 -0.15 -0.15 -0.06
H 1.0570 3.5993 1.8377 0.00 -0.01 -0.08
C 0.9644 0.4054 2.6774 -0.17 -0.24 0.07
H 4.9228 0.2195 -1.6025 -0.06 0.05 0.00
C 0.1738 1.6743 2.2955 0.36 0.04 -0.04
H 1.3737 -0.6481 -2.2836 0.11 0.00 -0.02
C -0.4966 -1.8718 0.5550 -0.15 -0.28 0.17
H -0.7843 2.5635 0.0028 -0.20 -0.05 0.00
```
Positions in Å, forces in eV/Å.

Calculated values
* LUMO level: 0.0984 Eh
* HOMO level: -3.5 eV
* strongest force on any atom: 0.44 eV Å⁻¹
* total charge: -1

No. 4
# C20H47AlN3O5

C20H47AlN3O5 as an isolated structure (the ωB97M-V functional and the def2-TZVPD basis, the Open Molecules 2025 dataset).

```
76
Properties=species:S:1:pos:R:3:forces:R:3
H -7.0299 -1.8247 1.3935 -0.12 -0.02 0.01
H -2.4387 -4.2348 4.5264 0.00 -0.03 -0.09
H -6.1223 -2.0147 -2.6406 -0.11 0.08 -0.17
H 0.7238 4.1385 -1.9585 0.89 0.32 0.79
C -7.6682 -0.7364 -0.2053 0.18 -0.22 -0.31
H 8.4207 -1.7481 0.2698 0.04 -0.04 -0.10
H -6.8408 -2.5688 -0.0116 -0.12 0.01 -0.01
C -2.9065 -0.7138 2.0892 -0.21 0.23 -0.05
H 0.9400 0.8617 -2.4755 -0.10 0.17 -0.20
C -0.1437 2.1399 0.1007 -0.70 -0.23 0.93
H 7.4340 -1.3501 -3.2141 0.01 0.02 0.06
C -2.6015 -3.1765 1.4424 0.12 0.04 -0.31
C 2.8674 4.1650 -2.3721 1.30 1.05 -1.30
H -5.7897 -0.2817 -2.9674 -0.07 -0.01 0.04
H -2.2466 -3.7792 0.6010 0.08 0.00 0.09
C -8.5136 -0.9777 -1.4522 -0.27 0.08 -0.06
O -2.0015 -3.7499 2.5982 -0.42 -0.01 -0.04
H -3.6925 -3.2982 1.4734 -0.05 0.07 0.14
O 3.3817 4.9498 -3.1782 -0.85 -1.29 1.03
C -2.2040 -1.7115 1.1748 0.19 -0.09 0.37
H 3.2842 2.9433 -0.0906 0.06 -0.41 -1.20
C 0.1698 2.1890 1.6818 -0.49 0.45 -0.70
C -6.3075 -0.0774 -0.5015 0.10 -0.03 0.29
H -8.5147 -0.0991 -2.1025 0.03 -0.04 0.01
H 1.4841 5.7719 -1.8168 0.45 -1.29 0.11
H 3.9527 1.4561 -0.8689 -1.08 1.18 -0.36
H -0.2928 -2.1113 0.5989 0.13 0.34 -0.12
H -4.4646 -1.4502 -2.8185 -0.01 0.08 0.09
H 7.5121 0.6437 -0.8197 0.01 0.06 -0.20
H 5.9258 0.5247 -1.6534 0.05 -0.03 -0.01
H -2.5048 -1.4753 0.1488 0.01 -0.11 0.01
C 7.4552 -2.4681 -1.3513 0.04 0.43 0.08
H -3.7339 -3.3520 3.6959 0.00 0.08 -0.05
H -2.2436 -2.5093 4.2332 -0.20 0.09 0.07
C 1.5764 4.2976 2.3785 0.65 0.26 -1.72
H -9.5495 -1.1838 -1.1717 0.09 -0.02 0.03
O 6.2165 -0.7621 -0.0295 -0.02 -0.16 -0.33
H 8.6091 -0.7395 -2.0411 -0.09 -0.04 0.06
H 1.6618 -0.1576 -0.1790 0.12 -0.11 0.15
C 6.1059 -1.8821 -0.8931 -0.08 -0.17 0.17
Al 1.3501 1.2292 -0.9547 -0.05 -0.05 0.23
H 7.2518 -3.4561 -1.7782 -0.07 0.00 0.10
H -5.8892 0.2710 0.4478 0.07 -0.09 -0.03
H 8.9343 -2.2280 -2.9097 -0.03 0.01 0.09
N -7.5083 -2.0061 0.5137 0.16 0.13 0.12
C 8.1423 -1.6430 -2.4351 0.10 -0.09 -0.27
H 5.4575 -1.6497 -1.7463 0.08 0.09 -0.05
H -3.9750 -0.9380 2.1669 0.01 -0.01 0.01
H 3.6773 5.2648 2.0385 -1.25 -0.93 0.21
H -8.1676 -1.8329 -2.0342 0.07 0.04 0.07
H -0.4618 -1.9039 2.1774 0.01 0.17 -0.02
C -2.6494 -3.4328 3.8156 0.38 -0.12 0.03
H -2.4867 -0.6966 3.0965 0.04 -0.09 -0.05
H -0.4480 3.1604 -0.2628 0.18 -0.85 0.39
H -0.6425 1.6237 2.2314 1.05 0.45 -0.52
H 1.7406 4.6141 -0.4491 -0.24 -0.37 -1.07
H 6.0570 1.2694 -0.0518 -0.06 -0.11 -0.03
C 1.6303 4.6794 -1.5622 -0.03 0.06 -0.38
H 7.9577 -3.2698 0.4522 0.07 -0.03 -0.07
N -0.7554 -1.5160 1.2822 -0.29 -0.38 0.02
H 1.1670 1.6958 1.8800 -1.10 0.60 0.10
H -1.0612 1.4703 0.0110 0.93 0.77 -0.14
H -0.5663 4.3524 1.6985 1.01 -0.70 0.44
H -2.8085 0.2986 1.6891 0.08 -0.09 -0.01
C 2.7187 4.7232 2.1611 -1.88 -0.10 0.72
C 0.1367 3.6732 2.2641 1.44 -0.02 1.36
C 3.1389 2.2551 -0.9851 0.37 -1.26 1.06
H -8.2289 -0.0487 0.4365 0.12 0.00 0.04
O 3.4196 2.9130 -2.2753 -1.06 2.11 1.16
N 8.3809 -2.6383 -0.2242 -0.12 -0.11 0.11
C 6.4404 0.4730 -0.6907 0.14 0.09 0.34
H 5.5871 -2.6494 -0.3102 0.03 0.07 0.06
C -5.4509 -1.1772 -2.4393 0.27 -0.28 0.10
O -5.3352 -0.9620 -1.0433 -0.27 0.34 -0.06
H -6.4189 0.8109 -1.1354 -0.05 -0.07 -0.12
H -0.2446 3.6237 3.3320 0.34 0.14 -1.15
```
Positions in Å, forces in eV/Å.

Calculated values
* LUMO level: 0.0851 Eh
* HOMO level: -4.9 eV
* strongest force on any atom: 2.63 eV Å⁻¹
* total charge: -1